[1]
The following is a DFT calculation (ωB97M-V/def2-TZVPD) of C28H44BrCoN3P2 as an isolated structure in a non-equilibrium geometry.

Computed properties:
Gap between HOMO and LUMO (spin up / spin down) in eV: 7.8 / 7.2
Net charge: +2
2S+1: 4
Lowest unoccupied orbital energy (spin up / spin down) in eV: -5.9 / -6.8
Molar mass in g/mol: 623.47
HOMO (spin up / spin down) in eV: -13.68 / -14.01

```
79
Properties=species:S:1:pos:R:3:forces:R:3
C -3.6260 -2.2470 0.3453 -0.35 -0.01 -0.57
C -2.8151 -1.8431 -0.7415 -2.10 0.11 -0.24
C -3.3478 -1.8201 -2.0463 -0.39 -0.17 0.54
C -4.7209 -2.0843 -2.1856 0.39 -0.07 0.37
N -5.5062 -2.3530 -1.1329 -0.07 0.07 -0.10
C -4.9890 -2.4597 0.0981 0.59 0.06 -0.28
C -1.4479 -1.6269 -0.4905 4.20 -2.61 1.50
C -0.4045 -2.1657 -0.0177 -3.48 1.80 -1.32
C 0.6692 -3.0597 0.0742 1.44 -0.14 0.24
C 1.9035 -2.4360 0.3879 0.01 -0.38 -0.66
C 3.0929 -3.0378 0.0352 -0.44 0.12 0.08
C 2.9702 -4.2672 -0.5805 1.67 -1.06 -0.32
C 1.7988 -5.0145 -0.7206 -0.33 0.65 0.29
C 0.5877 -4.3932 -0.3945 0.94 0.39 -0.04
Co 0.3970 -0.1319 -0.0348 -2.11 0.53 -3.19
P -1.3571 1.3902 0.1145 -1.29 0.97 0.07
H -2.7016 -1.7072 -2.9188 -0.24 0.29 0.27
H -3.1872 -2.4612 1.3237 -0.18 0.39 -0.29
H -5.1836 -2.0768 -3.1884 0.17 -0.05 0.72
H -5.6601 -2.7288 0.9306 0.25 0.10 -0.64
H -0.3657 -4.8934 -0.5544 0.19 0.23 0.01
H 1.9493 -1.4086 0.7498 0.02 -0.65 0.06
H 1.8494 -6.0246 -1.1130 -0.08 0.17 0.01
H 4.0595 -2.5469 0.1806 -0.39 -0.31 -0.11
C -0.8262 3.1184 0.5168 0.19 -0.18 0.06
C -1.7579 4.2952 0.2068 -0.19 0.23 0.07
H 0.1344 3.2577 -0.0015 -0.15 0.05 0.23
H -0.6057 3.1011 1.5953 0.09 0.01 -0.23
H -1.2473 5.2319 0.4738 -0.13 -0.27 -0.09
H -2.0283 4.3719 -0.8541 0.10 -0.13 0.22
H -2.6871 4.2618 0.7921 0.30 -0.05 -0.23
C -2.4363 1.5304 -1.3840 0.12 -0.11 -0.16
C -3.9375 1.7600 -1.1926 -0.34 0.10 -0.11
H -2.2886 0.5940 -1.9393 -0.01 0.24 0.02
H -2.0169 2.3309 -2.0107 -0.06 -0.20 0.19
H -4.4345 1.7771 -2.1743 0.21 -0.01 0.26
H -4.4208 0.9597 -0.6151 0.21 0.18 -0.08
H -4.1587 2.7207 -0.7090 0.12 -0.28 -0.15
C -2.4626 0.8948 1.5082 0.22 -0.11 -0.08
C -3.4176 1.9388 2.0782 -0.32 0.09 0.17
H -1.7805 0.5411 2.2959 -0.14 0.03 -0.10
H -3.0147 0.0082 1.1669 0.12 0.27 0.09
H -3.9999 1.4861 2.8906 0.13 0.12 -0.13
H -2.8908 2.8030 2.4954 -0.05 -0.17 -0.06
H -4.1357 2.3017 1.3351 0.23 -0.10 0.24
Br 4.6346 -4.9584 -1.2555 -0.67 -0.09 0.18
P 1.3488 0.7339 -2.1412 -0.07 -0.43 1.10
C 0.6440 2.2434 -2.9125 -0.33 -0.15 0.18
C 1.5343 3.1197 -3.7836 0.15 0.16 -0.24
H 0.2493 2.8472 -2.0801 0.10 -0.19 -0.25
H -0.2297 1.9047 -3.4880 0.13 0.05 0.14
H 0.9460 3.9909 -4.0917 0.17 -0.11 0.02
H 2.4120 3.4924 -3.2471 -0.11 -0.09 -0.05
H 1.8698 2.6168 -4.6955 -0.03 0.01 0.20
C 3.0501 1.0977 -1.5597 -0.09 -0.04 -0.03
C 4.2050 0.9044 -2.5285 0.38 0.11 -0.05
H 3.1897 0.4573 -0.6715 0.05 0.24 -0.28
H 3.0120 2.1346 -1.1908 0.02 -0.21 -0.03
H 5.1286 1.1502 -1.9941 -0.03 -0.08 -0.23
H 4.2872 -0.1319 -2.8733 -0.06 0.17 0.04
H 4.1413 1.5625 -3.4017 -0.05 -0.14 0.16
C 1.2853 -0.6672 -3.3047 0.02 -0.05 -0.14
C 1.5290 -0.3631 -4.7792 0.14 -0.16 -0.29
H 0.2846 -1.1122 -3.1783 0.25 0.13 0.01
H 1.9959 -1.4177 -2.9253 -0.11 0.16 -0.05
H 1.4668 -1.3051 -5.3362 0.03 0.25 -0.01
H 0.7730 0.3150 -5.1910 0.13 -0.11 0.12
H 2.5189 0.0694 -4.9657 -0.20 -0.09 0.09
C 2.2765 -1.5099 4.3011 0.13 -0.40 -0.15
N 1.6848 -0.1972 3.9666 -0.17 0.21 0.23
C 1.3453 0.7119 5.0749 -0.20 0.36 0.31
C 1.2848 0.0479 2.7726 -0.26 -0.20 -2.24
N 0.9946 0.1408 1.6269 1.53 0.43 4.88
H 2.5526 -1.4339 5.3574 0.07 -0.29 -0.39
H 3.1687 -1.7053 3.6856 -0.34 0.12 0.28
H 1.5426 -2.3203 4.1626 0.27 0.33 0.09
H 1.7298 1.7235 4.8798 -0.10 -0.39 0.10
H 0.2563 0.7491 5.2332 0.41 -0.04 -0.01
H 1.8319 0.2849 5.9586 -0.24 0.44 -0.17
```
Positions in Å, forces in eV/Å.

[2]
The following is a DFT calculation (ωB97M-V/def2-TZVPD) of C28H44BrHgN3P2 as an isolated structure in a non-equilibrium geometry.

Computed properties:
Gap between HOMO and LUMO in eV: 6.1
Net charge: +2
Lowest unoccupied orbital energy in eV: -7.1
Molar mass in g/mol: 765.12
HOMO in eV: -13.25

```
79
Properties=species:S:1:pos:R:3:forces:R:3
N -5.4010 -1.4001 3.9547 -0.19 -0.26 0.35
C -4.4676 -0.6054 4.4851 -0.11 -0.01 -0.92
C -3.9260 0.4729 3.7852 -0.13 0.57 -0.07
C -4.4353 0.7823 2.5075 -1.42 -1.21 -0.06
C -5.2904 -0.1867 1.9021 -0.34 -0.03 0.70
C -5.8070 -1.2287 2.6946 1.00 1.10 -0.14
C -4.1046 1.9996 1.7985 0.11 -0.23 -0.52
Hg 0.4052 0.3704 -0.7958 0.85 -1.50 0.72
P 2.9840 0.5760 -1.5229 -0.82 -0.76 0.31
C -4.2076 2.0958 0.4303 -0.54 0.28 0.04
C -3.0830 2.4640 -0.3776 0.37 0.99 -0.21
C -2.9772 1.9573 -1.7133 -0.67 -0.07 0.37
C -1.7734 1.8940 -2.3603 0.31 -0.48 0.66
C -0.6162 2.2935 -1.6248 0.73 1.18 -1.60
C -0.7688 3.1421 -0.4785 0.38 -0.40 0.32
C -1.9801 3.1819 0.1713 0.09 -0.06 -0.24
Br 0.9287 2.6712 -2.9159 -1.45 0.55 0.63
H -3.7387 2.8233 2.4052 1.12 -0.28 -0.14
H -5.0881 1.7327 -0.1025 0.54 -0.90 0.18
H -3.1197 1.0722 4.2268 -0.57 -0.04 -0.06
H -5.6235 -0.1046 0.8649 0.05 0.14 0.42
H -4.1601 -0.8129 5.5052 0.00 -0.08 -0.12
H -6.5717 -1.8980 2.3034 0.24 0.01 0.13
H -3.8746 1.5569 -2.1907 0.26 0.11 0.16
H -2.1142 3.7359 1.1169 0.23 -0.35 -0.67
H -1.6481 1.4577 -3.3566 -0.21 0.28 0.38
H 0.1170 3.6386 -0.0645 -0.42 -0.07 -0.24
P -0.5621 -2.1077 -0.2398 -0.39 -0.61 -0.64
C 3.3466 2.2415 -0.8084 0.05 0.31 -0.07
C 4.3079 3.2078 -1.4984 0.18 0.38 0.18
H 3.6787 2.0413 0.2235 0.06 -0.23 -0.28
H 2.3754 2.7451 -0.6915 0.35 -0.26 -0.08
H 4.3755 4.1111 -0.8731 -0.04 -0.20 -0.27
H 5.3298 2.8307 -1.5889 -0.20 -0.13 -0.07
H 3.9502 3.5167 -2.4873 0.06 -0.11 0.21
C 3.0021 0.1492 -3.3260 -0.36 1.04 -0.16
C 4.1233 0.7267 -4.1930 0.21 -0.04 -0.41
H 2.0223 0.4416 -3.7238 0.36 -0.11 0.12
H 3.0296 -0.9373 -3.3768 0.00 -0.13 0.30
H 3.7593 0.8405 -5.2212 0.15 -0.11 0.18
H 4.4923 1.7114 -3.8882 -0.14 -0.24 0.10
H 4.9628 0.0260 -4.2169 0.00 0.28 -0.03
C 4.2754 -0.5694 -0.9112 -0.12 -0.20 0.26
C 5.7363 -0.1228 -1.0589 0.13 0.02 0.14
H 4.1181 -1.4958 -1.4771 -0.04 0.10 0.15
H 4.0500 -0.8072 0.1384 0.18 0.07 -0.16
H 6.3805 -0.9811 -0.8423 -0.06 0.19 0.08
H 6.0013 0.2097 -2.0670 -0.23 0.00 0.13
H 5.9818 0.6763 -0.3501 -0.02 -0.14 -0.18
C 0.3843 -3.4332 0.6483 0.03 0.34 0.22
C 1.7660 -3.6967 0.0477 0.21 -0.11 0.06
H -0.2406 -4.3401 0.6212 0.10 0.30 -0.09
H 0.4740 -3.1562 1.7078 -0.03 -0.04 -0.21
H 2.2561 -4.5315 0.5676 -0.16 0.25 -0.12
H 1.7343 -3.9572 -1.0156 -0.07 0.04 0.21
H 2.4139 -2.8192 0.1540 -0.04 -0.07 -0.03
C -0.8556 -2.9823 -1.8431 0.35 0.36 0.02
C -1.6850 -2.1657 -2.8324 -0.12 -0.10 -0.19
H -1.3304 -3.9434 -1.6026 0.06 0.20 -0.06
H 0.1221 -3.2105 -2.2848 -0.14 0.06 0.12
H -1.5592 -2.5698 -3.8423 -0.19 0.03 0.18
H -2.7503 -2.1893 -2.5780 0.18 0.07 -0.09
H -1.3682 -1.1153 -2.8799 0.01 -0.12 0.10
C -2.2647 -2.1300 0.4901 -0.19 0.50 -0.15
C -2.3895 -2.5625 1.9472 0.01 0.00 0.27
H -2.8986 -2.7547 -0.1621 0.32 0.12 0.19
H -2.6394 -1.0974 0.3913 -0.02 -0.31 0.01
H -3.4492 -2.5967 2.2257 0.24 -0.09 -0.08
H -1.9488 -3.5472 2.1445 -0.18 0.21 -0.09
H -1.9220 -1.8371 2.6192 0.07 -0.07 -0.06
N 1.5991 0.0043 2.4624 -0.25 0.20 -0.42
C 1.7596 0.5656 3.6756 -0.52 0.54 -0.34
C 0.8683 1.6238 3.7337 0.11 -0.17 0.18
C 0.1873 1.6334 2.5161 0.69 -0.89 -0.23
N 0.6464 0.6426 1.7301 -0.08 0.23 0.12
H 2.1085 -0.7855 2.0681 -0.35 0.45 0.19
H 2.4759 0.2088 4.3877 0.13 -0.13 0.12
H 0.7139 2.3074 4.5398 0.06 0.10 0.33
H -0.6035 2.2996 2.1919 0.24 -0.25 -0.05
```
Positions in Å, forces in eV/Å.